# 1
Molecular formula: C25H35BGeN9Ni
Method: DFT, wB97M-V/def2-TZVPD

Calculated values
**Expectation value of S²**: 3.910
**DFT total energy**: -5076.4181 hartree
**Kohn-Sham gap (spin up / spin down)**: 6.8 / 7.0 eV
**E_HOMO (spin up / spin down)**: -0.2313 / -0.2742 Eh
**Charge**: 0
**Molar mass**: 603.7 g mol⁻¹
**Multiplicity**: 4

XYZ file:
```
72
Properties=species:S:1:pos:R:3:forces:R:3:nbo_charge:R:1
Ni -0.05130 0.45057 0.09383 2.19 0.92 -1.01 0.81
C -1.25878 -2.31547 -2.77787 -0.12 -0.08 0.04 -0.34
C -0.38747 -1.24108 -2.59577 -0.15 -0.02 0.09 -0.03
N -0.70566 -0.58827 -1.49244 0.20 0.20 -0.19 -0.33
N -1.77163 -1.18911 -0.95313 -0.59 -0.42 -0.37 -0.34
C -2.11464 -2.25280 -1.69865 0.07 -0.29 -0.25 -0.03
B -2.29313 -0.64719 0.39490 0.02 0.07 0.01 0.92
N -2.40169 0.91497 0.26517 -1.40 0.18 0.10 -0.36
C -3.51813 1.63844 0.47825 -0.23 0.38 -0.05 0.00
C -3.30578 2.91766 0.01648 -0.11 -0.06 0.05 -0.35
C -2.00238 2.89817 -0.48112 -0.14 -0.10 0.01 -0.02
N -1.47852 1.69981 -0.31782 0.43 0.34 -0.10 -0.35
N -1.27459 -1.10959 1.44902 -0.34 -0.71 0.25 -0.37
C -1.46087 -1.72797 2.65471 0.51 -0.74 1.07 -0.03
C -0.26565 -2.09686 3.16243 -0.38 0.10 -0.20 -0.27
C 0.77180 -1.57294 2.23725 0.40 0.28 0.49 -0.09
N 0.02957 -1.10882 1.12919 -0.30 -0.03 -0.35 -0.33
N -3.68858 -1.14784 0.73625 -0.27 -0.28 -0.34 -0.37
C -4.70323 -1.46035 -0.10287 -0.21 -0.03 -0.06 -0.04
C -5.83524 -1.66748 0.64837 0.09 0.05 -0.18 -0.34
C -5.41742 -1.42939 1.96390 -0.04 0.02 -0.23 -0.05
N -4.14070 -1.11255 2.00046 0.19 0.25 0.66 -0.30
H -1.26337 -3.02521 -3.58081 -0.04 -0.14 -0.08 0.23
H 0.42974 -0.91782 -3.21247 0.16 0.06 -0.01 0.21
H -2.90858 -2.91297 -1.41766 -0.19 -0.09 0.07 0.22
H -4.38976 1.23611 0.95422 -0.11 -0.23 0.05 0.23
H -3.98585 3.74489 0.04335 -0.15 0.10 -0.01 0.23
H -1.44695 3.68322 -0.95903 0.17 0.06 0.00 0.22
H -2.45224 -1.85544 3.04483 0.02 0.04 0.05 0.26
H -0.06296 -2.57441 4.09769 -0.07 -0.17 0.25 0.22
H 1.55480 -2.26841 1.91854 -0.03 -0.03 0.02 0.23
H -4.56038 -1.49484 -1.16343 0.00 0.02 -0.20 0.22
H -6.81252 -1.94452 0.30708 -0.13 -0.03 -0.11 0.23
H -5.99635 -1.46386 2.86676 -0.04 -0.03 0.20 0.21
C -1.72173 1.83061 3.39359 0.53 0.18 -0.35 -1.07
Ge 0.00358 2.56281 2.68818 0.11 0.10 0.19 1.56
C 1.26048 2.82883 4.21997 -0.35 -0.06 -0.38 -1.07
C -0.27296 4.41930 2.00352 0.13 -0.58 0.11 -1.06
C 1.11825 1.51666 1.36276 0.48 0.72 0.93 -0.86
H -1.81913 2.10473 4.44051 0.10 0.10 0.15 0.23
H -1.79472 0.75005 3.32207 0.09 -0.11 -0.03 0.24
H -2.56394 2.25289 2.85467 -0.05 0.09 -0.10 0.24
H 0.97398 3.71832 4.77069 -0.10 0.18 0.13 0.22
H 2.26218 2.98131 3.83098 0.17 0.03 -0.10 0.23
H 1.29764 1.99851 4.91732 -0.07 -0.19 0.06 0.22
H -0.67350 5.03751 2.80375 -0.02 0.00 0.16 0.23
H -0.95057 4.48429 1.16213 -0.09 -0.08 -0.07 0.23
H 0.68670 4.83414 1.70569 0.15 0.05 -0.02 0.22
H 1.53406 2.20927 0.61845 -0.07 -0.11 0.13 0.22
C 5.11386 -0.29866 -1.98849 -0.07 -0.04 -0.15 -0.41
N 3.79239 0.03696 -1.51687 -0.17 0.12 -0.65 -0.59
C 2.95656 -1.09922 -1.20913 -0.28 0.12 -0.03 -0.42
C 4.01034 1.33559 0.55851 -0.16 0.08 0.61 -0.25
C 3.43512 0.51234 1.50158 0.23 0.21 -0.13 -0.22
C 4.26703 -0.40178 2.19701 0.03 0.00 -0.26 -0.17
C 3.85901 -1.05454 3.36393 -0.19 -0.14 0.43 -0.26
C 2.58121 -0.94618 3.81052 0.26 -0.16 0.14 -0.16
C 1.55060 -0.32853 2.95362 -0.40 -0.23 -0.37 -0.35
C 2.04000 0.61081 1.89978 -0.54 0.68 -0.19 0.22
H 5.12223 -0.87117 -2.92824 0.03 0.00 0.03 0.17
H 5.60196 -0.90320 -1.22574 0.15 -0.04 0.06 0.19
H 5.68797 0.61593 -2.13176 0.11 -0.01 -0.02 0.20
H 3.32171 0.66237 -2.16193 0.06 -0.08 0.06 0.36
H 3.44996 -1.70320 -0.44761 -0.05 -0.03 0.13 0.20
H 2.76752 -1.74268 -2.07964 -0.04 -0.06 0.02 0.17
H 1.99580 -0.73457 -0.81243 0.29 -0.29 -0.09 0.22
H 3.47466 2.12532 0.07025 -0.15 0.12 -0.12 0.19
H 5.07445 1.31248 0.40758 0.19 -0.09 -0.09 0.19
H 5.28072 -0.52446 1.84876 0.19 0.07 0.01 0.20
H 4.58774 -1.61895 3.93102 0.01 -0.03 0.03 0.21
H 2.25550 -1.42065 4.72273 0.04 -0.08 0.15 0.21
H 0.76574 0.15312 3.54519 0.07 -0.02 -0.03 0.24
```
Positions in Å, forces in eV/Å.

=====

# 2
Molecular formula: C25H35Br3ClF2N3O6PS
Method: DFT, wB97M-V/def2-TZVPD

Calculated values
**DFT total energy**: -10710.5328 hartree
**Kohn-Sham gap**: 8.6 eV
**E_HOMO**: -0.4203 Eh
**Charge**: +1
**Molar mass**: 849.8 g mol⁻¹

XYZ file:
```
77
Properties=species:S:1:pos:R:3:forces:R:3:lowdin_charge:R:1
C -2.22546 2.30845 4.35095 -0.23 0.46 -0.73 -0.09
C -1.11920 3.43131 4.07440 -0.46 -1.36 -0.13 -0.20
C 0.29016 2.68931 3.96213 -1.27 1.06 2.08 -0.16
N 0.44540 2.04426 2.61612 0.09 -0.37 0.16 -0.10
C 0.93165 0.64789 2.78542 1.28 -2.14 -0.16 -0.07
C 1.04612 -0.13782 1.39461 -1.87 -0.27 0.81 -0.27
C 1.57967 -1.56721 1.80765 0.03 -1.11 -0.19 -0.06
C 1.01202 -2.73886 0.93963 -1.12 -1.62 -0.79 -0.21
C 1.44112 -3.05844 -0.42354 -1.81 -1.09 1.47 -0.02
C 0.76406 -4.16558 -1.11290 -0.28 0.49 0.72 -0.06
C -0.32591 -4.96252 -0.52783 0.63 1.01 1.36 -0.21
C -1.09862 -6.11792 -1.24292 -0.17 1.16 0.36 -0.09
C -0.73277 -4.65047 0.85249 1.93 1.61 -0.98 -0.02
C -0.06711 -3.55543 1.53577 0.53 0.01 -1.15 -0.03
C -0.48193 -0.41313 0.99290 -0.90 -0.92 -0.50 -0.31
O -1.37159 -0.48888 1.81385 1.24 0.83 0.18 0.12
N -0.86754 -0.63727 -0.41202 -1.56 -0.82 1.04 0.19
C -2.31102 -0.47650 -0.45760 -0.44 0.01 0.00 -0.48
O -2.87504 0.56294 -0.41496 0.40 -0.16 0.01 0.16
F -3.05511 -1.62852 -0.54194 1.58 0.89 -0.12 0.12
N 1.71496 0.57532 0.32720 0.36 0.04 -0.12 -0.04
C 3.06130 0.19155 -0.05922 2.78 1.53 0.01 -0.07
C 3.45420 0.58256 -1.55028 -0.55 0.27 0.36 -0.38
O 3.09128 -0.00331 -2.50353 0.25 0.07 0.13 0.18
F 4.25927 1.71599 -1.70007 -0.93 -1.30 0.74 0.06
C 1.43199 2.01744 0.21821 -0.96 1.40 -0.56 -0.29
C 0.17056 2.32993 -0.71959 -0.37 -0.51 -0.37 -0.09
C 0.39130 1.65769 -2.14857 1.88 0.72 0.52 -0.16
O -0.63601 2.02910 -3.07445 -0.63 -1.41 0.94 -0.02
C -1.59695 1.03971 -3.25258 -2.19 -0.31 -0.63 -0.44
O -1.38380 -0.13890 -3.37487 0.80 0.75 0.53 0.11
C -3.09866 1.54930 -3.35760 0.94 1.60 0.21 -0.11
C -3.14407 3.06374 -2.87236 0.39 -0.29 -0.85 -0.10
C 1.31029 2.76652 1.63039 2.56 1.34 -0.02 -0.72
S 3.09913 2.93711 2.19260 0.12 -0.74 0.06 0.79
P 0.73976 4.60211 1.40542 -1.45 0.81 -1.66 0.64
O 1.59315 5.10328 0.02949 -0.11 -0.46 2.24 -0.33
Cl 1.51205 5.80016 2.94113 0.21 -0.70 -0.53 0.27
H -3.17497 2.79832 4.70514 1.02 -0.63 -0.14 0.09
H -2.51760 1.78077 3.39195 0.41 0.51 0.91 0.08
H -1.87047 1.51114 5.04995 -0.40 0.86 -0.30 0.08
H -1.42715 3.91962 3.11444 0.58 -0.10 0.80 0.08
H -1.12781 4.19780 4.88698 0.28 -0.71 -0.68 0.12
H 1.14630 3.33938 4.27022 -0.63 -0.58 -0.92 0.09
H 0.23803 1.88514 4.75108 0.27 0.62 -1.09 0.13
H -0.50829 1.99553 2.20280 0.35 -0.09 0.21 0.17
H 0.28364 0.09003 3.51739 0.24 0.78 -1.13 0.15
H 1.96585 0.57756 3.23342 -1.04 0.89 -0.45 0.14
H 2.69817 -1.65392 1.85855 -0.98 0.48 -0.12 0.14
H 1.22182 -1.76375 2.86055 0.31 0.30 -1.11 0.13
H 2.25009 -2.45698 -0.91130 -0.94 -0.84 0.29 0.10
H 1.10172 -4.36351 -2.17694 -0.37 0.31 1.90 -0.03
H -0.51325 -6.57976 -2.06569 -0.54 0.12 0.95 0.00
H -2.02994 -5.65736 -1.68501 0.93 -0.53 0.26 0.10
H -1.45088 -6.84012 -0.46491 0.51 0.42 -0.79 0.08
H -1.53266 -5.21580 1.39354 0.86 0.54 -0.75 0.12
H -0.38805 -3.28527 2.57692 0.31 -0.38 -1.11 0.11
H -0.71985 -1.62183 -0.67714 0.82 0.36 0.01 0.13
H 3.34966 -0.88122 -0.00099 -0.88 0.73 0.07 0.12
H 3.81575 0.75227 0.57924 -0.60 -0.73 -0.55 0.11
H 2.26489 2.59962 -0.28059 -0.55 -1.07 0.53 0.14
H -0.80419 2.00935 -0.25084 0.85 0.12 -0.50 0.11
H 0.06439 3.42352 -0.94717 0.28 -0.83 0.52 0.10
H 1.34372 2.13354 -2.53516 -1.02 -0.47 0.22 0.14
H 0.60414 0.56503 -2.08807 -0.71 0.86 -0.14 0.11
H -3.39079 1.50276 -4.43783 0.26 -0.11 0.90 0.12
H -3.79011 0.89138 -2.76661 0.98 0.48 -0.58 0.11
H -4.17393 3.49995 -2.89757 0.87 -0.51 0.28 0.08
H -2.51305 3.65500 -3.59658 -0.70 -0.48 0.77 0.08
H -2.63914 3.16189 -1.87738 -0.81 -0.03 -0.72 0.06
H 3.11333 3.57331 3.40644 -0.59 -0.23 -0.69 -0.12
H 2.14206 5.87365 0.28260 -0.08 -0.42 -0.36 0.06
C 0.10532 -6.12956 -5.81444 0.01 -0.04 -0.23 -1.59
Br 0.41652 -5.31609 -4.08322 -0.10 -0.18 -1.03 0.72
Br -0.25458 -8.02291 -5.65845 0.02 0.29 0.04 0.58
Br -1.28280 -5.21099 -6.79652 0.19 -0.13 0.21 0.58
H 1.02245 -6.02497 -6.38489 -0.13 -0.01 0.11 -0.03
```
Positions in Å, forces in eV/Å.

=====

# 3
Molecular formula: C25H35Cl2NO6RbSeSi
Method: DFT, wB97M-V/def2-TZVPD

Calculated values
**DFT total energy**: -5115.3870 hartree
**Kohn-Sham gap**: 5.6 eV
**E_HOMO**: -0.1411 Eh
**Charge**: -1
**ΔE to the lowest compared entry with this formula, charge and spin**: 0.000 eV
**Molar mass**: 709.0 g mol⁻¹

XYZ file:
```
72
Properties=species:S:1:pos:R:3:forces:R:3:lowdin_charge:R:1
Rb -0.61931 -0.11788 -1.54407 0.10 0.42 -0.45 1.07
C -0.12329 2.31225 1.39054 0.01 0.00 -0.10 -0.18
C 1.33083 2.10788 0.98701 0.01 -0.03 0.06 -0.17
O 1.51517 1.76472 -0.36827 -0.05 0.04 0.09 -0.17
C 1.74982 2.83969 -1.27163 0.07 -0.04 -0.03 -0.18
C 0.51620 3.62333 -1.64631 -0.07 -0.06 0.08 -0.22
O -0.45952 2.68490 -2.07524 0.01 0.12 -0.03 -0.24
C -1.68230 3.26138 -2.46312 -0.08 -0.03 -0.01 -0.18
C -2.59541 3.45045 -1.26645 0.03 -0.04 -0.04 -0.18
O -2.86072 2.17639 -0.70006 0.00 0.02 0.14 -0.14
C -3.05912 2.15645 0.70338 0.07 0.09 -0.02 -0.18
C -2.18713 1.08303 1.33617 0.06 -0.01 0.03 -0.18
O -0.83261 1.17707 0.96187 0.05 -0.15 0.10 -0.23
H -0.53387 3.22567 0.94653 0.00 -0.01 -0.01 0.11
H -0.17289 2.41128 2.48548 -0.01 0.01 0.01 0.14
H 1.72321 1.27290 1.57206 0.01 -0.01 -0.02 0.12
H 1.90441 3.00771 1.24441 0.01 0.00 0.00 0.13
H 2.13943 2.39949 -2.18770 0.05 -0.01 0.01 0.07
H 2.51426 3.51535 -0.87029 -0.02 0.02 0.00 0.13
H 0.78578 4.28290 -2.47643 0.01 0.04 -0.02 0.06
H 0.13596 4.21843 -0.80418 0.00 0.00 -0.02 0.12
H -2.14911 2.57342 -3.17267 -0.01 0.00 0.02 0.13
H -1.52531 4.21077 -2.98690 0.00 0.02 0.03 0.14
H -3.52840 3.94137 -1.56916 -0.01 0.00 -0.03 0.13
H -2.10464 4.09431 -0.52729 -0.01 -0.01 -0.01 0.11
H -4.10859 1.94860 0.93938 -0.01 -0.02 -0.01 0.13
H -2.82102 3.13672 1.13048 0.00 0.00 -0.02 0.12
H -2.50239 0.09075 1.00967 -0.01 -0.03 0.01 0.12
H -2.28459 1.12630 2.43065 -0.09 0.02 0.01 0.13
Cl -3.03628 -2.71725 3.42204 -0.04 0.01 0.02 0.75
C -1.89117 -1.74677 4.28532 0.01 -0.02 -0.11 -0.58
C -2.35079 -0.94417 5.31524 0.02 0.06 0.05 -0.12
C -1.47178 -0.08435 5.95593 -0.05 0.00 0.02 -0.09
C -0.14669 -0.02829 5.56217 0.05 -0.06 -0.07 -0.12
C 0.29621 -0.85756 4.54182 -0.04 -0.04 0.06 -0.58
Cl 1.96149 -0.77386 4.07561 0.06 0.03 -0.02 0.71
C -0.54837 -1.75660 3.87964 -0.11 0.05 0.14 -0.30
N -0.06606 -2.52491 2.82034 0.15 0.21 -0.26 0.05
C -0.12820 -3.90676 2.76582 0.13 -0.34 -0.20 -0.23
C -0.45413 -4.70361 3.86130 -0.04 0.00 0.06 -0.06
C -0.49449 -6.08741 3.75050 -0.03 0.01 0.10 -0.11
C -0.19704 -6.70591 2.55196 0.04 0.04 -0.15 -0.11
C 0.17723 -5.91504 1.46717 -0.06 -0.08 0.07 -0.05
C 0.23319 -4.53415 1.54471 -0.05 0.17 0.12 -0.14
C 0.78606 -3.74529 0.37806 0.04 0.06 0.08 -0.05
C -0.18225 -2.81590 -0.37084 -0.27 0.04 0.33 -0.72
O -0.27957 -2.89347 -1.60107 0.14 -0.25 -0.19 -0.10
O -0.79513 -1.95206 0.34316 0.09 -0.29 0.26 -0.21
H -3.39612 -0.98381 5.58880 0.01 0.00 0.00 0.10
H -1.82150 0.55108 6.75936 -0.02 -0.01 -0.01 0.10
H 0.55528 0.64064 6.04011 -0.01 0.00 0.00 0.10
H -0.22221 -2.09507 1.87608 -0.11 -0.05 0.10 0.10
H -0.69481 -4.24068 4.81175 0.01 0.04 -0.03 0.10
H -0.76721 -6.67948 4.61660 0.01 0.02 -0.01 0.09
H -0.23448 -7.78349 2.45540 0.00 0.01 0.01 0.09
H 0.45240 -6.38592 0.52985 0.00 0.00 0.01 0.11
H 1.23958 -4.42189 -0.34253 -0.03 -0.03 -0.02 0.11
H 1.57959 -3.09350 0.76638 0.01 -0.01 -0.05 0.13
C 4.16564 1.15732 -5.82674 -0.07 0.01 0.02 -0.26
Si 2.36507 1.63398 -5.46626 0.11 -0.20 -0.05 -0.08
C 1.73376 0.38127 -4.17397 -0.12 0.17 0.10 -0.25
C 1.39239 1.21221 -7.03537 0.03 0.02 -0.02 -0.26
Se 2.14983 3.73931 -4.87594 -0.03 0.07 0.04 0.08
H 4.26922 0.10794 -6.12376 -0.02 0.02 0.00 0.01
H 4.78258 1.32978 -4.94140 -0.01 -0.01 -0.01 0.01
H 4.55895 1.78791 -6.62828 -0.01 -0.02 0.01 0.01
H 1.72788 -0.65211 -4.53212 0.02 0.03 -0.05 0.03
H 0.70580 0.67547 -3.93713 -0.01 -0.02 -0.07 -0.02
H 2.29787 0.41322 -3.23708 0.07 0.01 -0.05 0.02
H 1.44960 0.14677 -7.28297 0.02 0.02 0.00 0.02
H 1.79297 1.78894 -7.87366 -0.02 -0.03 0.00 0.01
H 0.34089 1.48782 -6.92384 0.02 -0.01 0.03 0.01
```
Positions in Å, forces in eV/Å.

=====

Q: The highest charge belongs to which entry?
A: C25H35Br3ClF2N3O6PS